104
Properties=species:S:1:pos:R:3:mulliken_charge:R:1 method="wB97M-V/def2-TZVPD" relative_energy_ev=1.370 spin_multiplicity=1
C -1.14 1.21 0.02 0.6927
C 0.01 0.26 0.13 1.0205
O -0.32 -0.97 -0.39 3.0760
H -0.93 2.13 0.61 -0.9280
H -2.11 0.81 0.37 0.1876
H -1.30 1.48 -0.99 -0.4334
H 0.32 0.07 1.19 -1.0814
H 0.80 0.74 -0.39 -0.7737
H 0.39 -1.57 -0.16 -1.0419
C 3.02 -0.90 1.99 0.3662
C 3.70 -0.08 3.13 -0.3834
O 5.08 -0.33 3.11 -0.5324
H 3.30 -1.96 2.11 0.3694
H 3.34 -0.45 0.96 -0.2642
H 1.91 -0.89 2.12 -0.3116
H 3.24 -0.42 4.15 0.2299
H 3.55 1.01 3.12 0.1367
H 5.59 0.24 3.68 0.3178
C 3.14 0.22 -1.73 -0.2438
C 4.58 -0.24 -1.69 -0.5148
O 5.44 0.78 -2.07 -0.5666
H 2.45 -0.57 -1.50 -0.0693
H 2.96 0.59 -2.73 0.5118
H 3.03 0.99 -0.98 -0.0380
H 4.78 -1.14 -2.32 0.2817
H 4.78 -0.64 -0.69 0.1657
H 6.36 0.70 -1.79 0.3172
C 2.09 2.97 1.23 -0.9626
C 1.11 2.68 2.35 1.1917
O 1.53 3.46 3.44 -0.6539
H 2.15 4.03 1.04 0.4439
H 1.77 2.53 0.32 0.0169
H 3.09 2.69 1.48 0.3313
H 1.17 1.67 2.68 -0.0103
H 0.04 2.94 2.21 -0.6777
H 2.43 3.24 3.58 0.3883
C -3.39 -2.85 -0.36 0.3663
O -4.66 -3.15 0.11 -0.7712
N -2.73 -3.44 -1.30 -0.1297
N -2.77 -1.77 0.04 -0.0176
H -3.29 -4.22 -1.66 0.2452
H -1.73 -3.48 -1.39 0.3961
H -3.25 -1.28 0.83 -0.0527
H -1.85 -1.33 -0.25 -0.0886
C -2.35 -0.11 3.02 0.5006
O -3.55 -0.34 2.33 -0.7844
N -1.38 -0.97 3.05 -0.2576
N -2.11 1.02 3.61 -0.3594
H -1.37 -1.82 2.43 0.4369
H -0.41 -0.80 3.37 0.1212
H -2.88 1.77 3.61 0.5020
H -1.17 1.35 3.92 0.1566
C -3.78 3.03 2.26 0.2576
O -4.63 2.49 1.26 -0.6492
N -3.93 3.02 3.58 -0.4977
N -2.75 3.72 1.98 0.0876
H -4.71 2.62 4.06 0.2521
H -3.28 3.60 4.18 0.2606
H -2.55 3.88 1.01 -0.0523
H -2.01 4.02 2.58 0.2299
C 3.04 -3.89 -0.35 0.1647
O 2.31 -2.76 -0.17 -0.2166
N 2.57 -4.98 -0.89 -0.5687
N 4.33 -3.86 -0.16 -0.3910
H 1.59 -5.26 -0.91 0.2499
H 3.20 -5.78 -1.17 0.1645
H 4.76 -3.08 0.24 0.1938
H 4.96 -4.58 -0.41 0.1867
C 0.71 -2.70 -2.85 0.3711
O -0.04 -3.30 -1.84 -0.6738
N 0.36 -1.60 -3.43 0.0759
N 1.88 -3.15 -3.23 -0.2995
H -0.52 -1.29 -3.02 -0.4832
H 0.87 -0.99 -4.11 0.2601
H 2.20 -3.90 -2.61 0.2895
H 2.40 -2.86 -4.03 0.1891
C -3.12 -0.53 -3.45 0.3751
O -3.43 0.07 -4.68 -0.7693
N -2.55 -1.68 -3.45 -0.2746
N -3.44 -0.06 -2.23 0.0024
H -2.11 -1.99 -4.29 0.2648
H -2.43 -2.29 -2.58 0.2225
H -3.81 0.85 -2.16 0.1759
H -3.30 -0.62 -1.41 0.2147
C -3.13 5.18 -0.52 0.5549
O -4.52 5.31 -0.51 -0.6505
N -2.42 4.09 -0.70 -0.2051
N -2.37 6.14 -0.06 -0.4187
H -2.87 3.35 -1.24 -0.1000
H -1.42 4.12 -0.73 0.1343
H -2.91 6.86 0.47 0.2754
H -1.38 5.99 0.29 0.2281
C -0.50 -4.33 1.13 -0.7888
O -1.06 -3.08 1.57 -0.6857
H 0.08 -4.77 1.95 0.3543
H 0.20 -4.12 0.33 0.1204
H -1.34 -5.02 0.86 0.3086
H -1.69 -2.73 0.91 0.5040
C -0.18 1.56 -3.40 -0.4718
O 0.59 2.65 -2.98 -0.4960
H 0.14 1.10 -4.29 0.7503
H -1.22 1.73 -3.35 0.4112
H 0.07 0.84 -2.67 -0.5431
H 0.72 3.19 -3.80 0.2839

96
Properties=species:S:1:pos:R:3:mulliken_charge:R:1 method="wB97M-V/def2-TZVPD" spin_multiplicity=1
C 4.05 -0.45 -0.60 -1.0028
B 3.73 0.99 -1.16 0.1599
N 4.53 1.55 -2.21 -0.5472
C 2.53 1.84 -0.56 -0.4516
C 1.23 1.66 -1.37 -0.3407
C 0.78 0.20 -1.47 0.3213
Cl 0.69 -0.37 -3.18 -0.3426
H 3.50 -0.67 0.31 0.2880
H 5.12 -0.54 -0.38 0.3874
H 3.83 -1.21 -1.35 0.2662
H 5.34 0.96 -2.38 0.1945
H 4.04 1.64 -3.09 0.2259
H 2.38 1.59 0.49 0.2625
H 2.79 2.90 -0.62 0.2199
H 0.45 2.25 -0.90 -0.1979
H 1.39 2.06 -2.37 0.4818
H 1.44 -0.49 -0.95 -0.2028
H -0.22 0.07 -1.09 0.3529
C -2.82 -2.61 -3.59 -0.6261
O -2.13 -3.13 -2.46 -0.4255
H -3.82 -3.04 -3.58 0.2480
H -2.90 -1.52 -3.54 0.2493
H -2.33 -2.89 -4.52 0.2969
H -1.25 -2.73 -2.47 0.2205
C 3.69 4.78 1.71 -0.6078
O 2.51 4.85 0.91 -0.4496
H 4.52 5.18 1.13 0.2825
H 3.58 5.39 2.61 0.2966
H 3.92 3.76 1.99 0.2588
H 1.79 4.49 1.44 0.2322
C -1.82 4.94 -0.40 -0.6017
O -1.44 3.72 0.23 -0.4360
H -1.48 5.75 0.23 0.2013
H -1.34 5.04 -1.38 0.2686
H -2.90 5.02 -0.52 0.3020
H -1.74 2.99 -0.32 0.2427
C -0.21 -2.67 0.12 -0.3722
O -1.07 -1.69 0.68 -0.4882
H 0.75 -2.61 0.62 0.3762
H -0.61 -3.68 0.25 0.3315
H -0.05 -2.49 -0.95 -0.1398
H -1.92 -1.74 0.23 0.3225
C -4.66 -0.99 1.79 -0.5646
O -4.21 -1.13 0.45 -0.4592
H -4.24 -0.08 2.20 0.2599
H -5.75 -0.92 1.83 0.1977
H -4.33 -1.83 2.40 0.2673
H -4.60 -1.94 0.10 0.2705
C 4.17 -1.85 -4.86 -0.6448
O 3.75 -0.64 -4.22 -0.3226
H 5.22 -1.73 -5.12 0.3107
H 4.07 -2.71 -4.19 0.2450
H 3.60 -2.04 -5.77 0.2462
H 2.82 -0.74 -3.99 0.1270
C 6.30 2.32 4.31 -0.5736
O 5.59 2.45 3.08 -0.4200
H 5.67 2.74 5.09 0.2166
H 6.49 1.27 4.55 0.2456
H 7.25 2.86 4.30 0.2649
H 6.14 2.08 2.38 0.2576
C -7.51 -1.69 -0.43 -0.5982
O -7.06 -2.85 0.26 -0.4770
H -7.27 -0.84 0.20 0.2179
H -6.99 -1.57 -1.39 0.2566
H -8.59 -1.70 -0.61 0.3135
H -7.27 -3.62 -0.28 0.2657
C 0.20 6.10 4.02 -0.6352
O 0.56 4.90 4.69 -0.5140
H 0.48 6.93 4.67 0.2939
H 0.72 6.20 3.07 0.2206
H -0.88 6.13 3.85 0.3117
H 0.31 4.15 4.14 0.3112
C -1.44 5.88 7.95 -0.5112
O -2.14 6.02 6.72 -0.4946
H -2.08 6.30 8.72 0.2360
H -1.25 4.83 8.19 0.2464
H -0.49 6.42 7.94 0.2328
H -1.59 5.64 6.03 0.3062
C 1.85 -5.82 -2.15 -0.5725
O 0.98 -4.84 -1.60 -0.3881
H 2.80 -5.73 -1.63 0.2117
H 1.47 -6.84 -2.00 0.2772
H 2.02 -5.66 -3.22 0.2071
H 0.13 -4.91 -2.05 0.2671
C -8.64 -4.32 2.87 -0.1408
O -9.69 -5.05 2.24 -0.5173
H -8.09 -3.82 2.08 -0.0967
H -9.03 -3.57 3.56 0.2390
H -7.96 -4.99 3.42 0.2565
H -10.19 -5.50 2.92 0.2929
C 4.40 -5.64 -7.10 -0.5603
O 3.80 -4.56 -6.38 -0.4305
H 5.38 -5.80 -6.66 0.2164
H 3.82 -6.56 -7.00 0.2519
H 4.52 -5.40 -8.16 0.2538
H 2.93 -4.40 -6.75 0.2687

no.,E_LUMO (eV),HOMO level (Eh),total energy (a.u.)
1,-0.362,-0.310,-2428.2832
2,0.342,-0.337,-2203.2142